Entry 1:
{
  "formula": "C14H10MnN2O2S3",
  "method": "ωB97M-V with the def2-TZVPD basis set",
  "multiplicity": 2,
  "s2": 0.836,
  "gap_ev": [4.5663, 4.5494],
  "homo_energy_ev": [-15.48, -15.48],
  "e_lumo_ev": [-10.91, -10.93],
  "charge": 2,
  "fmax_ha_per_bohr": 0.0620,
  "symbols": ["Mn", "S", "C", "S", "S", "O", "C", "O", "C", "C", "C", "C", "C", "C", "N", "C", "C", "C", "C", "C", "C", "N", "H", "H", "H", "H", "H", "H", "H", "H", "H", "H"],
  "xyz": [[-1.385978, 1.157225, -0.061325], [-2.305578, 4.484025, 2.710075], [-2.002478, 3.256825, 1.681775], [-1.475178, 1.625325, 2.115275], [-2.087778, 3.221225, -0.056925], [5.928622, 1.920325, -0.187025], [5.464022, 0.697625, -0.227425], [6.175222, -0.267275, -0.238925], [3.952222, 0.480425, -0.247125], [3.536622, -0.851375, -0.223425], [2.197422, -1.175275, -0.192225], [1.237022, -0.158175, -0.206025], [1.658622, 1.180325, -0.245325], [3.002522, 1.502025, -0.267325], [-0.141878, -0.372375, -0.179325], [-0.693578, -1.541775, -0.278325], [-2.131178, -1.556075, -0.221125], [-2.920078, -2.703975, -0.263925], [-4.298278, -2.561575, -0.258525], [-4.844878, -1.285975, -0.253025], [-4.001278, -0.184475, -0.180225], [-2.674278, -0.307075, -0.146925], [5.285122, 2.642025, -0.171325], [4.290722, -1.625475, -0.227925], [1.910522, -2.211675, -0.141425], [0.910022, 1.988225, -0.270725], [3.287822, 2.543625, -0.312425], [-0.149978, -2.465675, -0.436725], [-2.458678, -3.678475, -0.300425], [-4.936478, -3.431875, -0.258425], [-5.911478, -1.138875, -0.304025], [-4.417478, 0.818225, -0.149225]],
  "forces_ev_per_a": [[-1.017, 0.811, 2.911], [0.336, -1.332, -1.066], [-0.369, 1.501, 1.897], [0.209, -0.485, -2.432], [0.401, -0.890, -0.932], [0.595, 1.102, 0.025], [-0.662, -1.309, -0.060], [-0.007, 0.448, -0.004], [-0.007, 0.218, 0.028], [-0.082, 0.100, -0.012], [-0.292, 0.186, 0.004], [1.350, 0.606, -0.025], [-0.534, -0.261, -0.027], [0.147, -0.227, -0.020], [-0.253, -0.953, -0.208], [0.269, 0.585, 0.024], [-0.545, -0.364, -0.082], [0.563, 0.654, 0.060], [-0.233, 0.263, 0.031], [0.274, -0.123, 0.005], [-0.626, 0.289, -0.014], [-0.085, -0.157, -0.276], [0.015, -0.340, -0.009], [0.046, 0.014, 0.052], [0.005, -0.191, -0.002], [0.274, -0.108, -0.005], [-0.024, 0.042, 0.023], [0.174, 0.079, 0.116], [0.102, -0.065, -0.015], [-0.066, -0.076, -0.082], [-0.095, 0.077, 0.077], [0.137, -0.098, 0.020]]
}



Entry 2:
{
  "formula": "C14H10MnN5O4S",
  "method": "ωB97M-V with the def2-TZVPD basis set",
  "multiplicity": 6,
  "s2": 8.773,
  "gap_ev": [6.9056, 6.6218],
  "homo_energy_ev": [-4.49, -4.77],
  "e_lumo_ev": [2.42, 1.86],
  "charge": -1,
  "fmax_ha_per_bohr": 0.0763,
  "symbols": ["Mn", "N", "C", "S", "N", "N", "C", "C", "C", "C", "C", "C", "N", "H", "H", "H", "H", "H", "H", "H", "O", "C", "O", "C", "C", "C", "C", "C", "N", "C", "O", "O", "H", "H", "H"],
  "xyz": [[-0.442865, 0.404917, -0.129498], [-1.211994, 3.269454, 3.342328], [-1.217547, 2.330844, 2.332804], [0.040824, 1.128830, 2.336442], [-2.162084, 2.399198, 1.449893], [-2.125379, 1.527857, 0.427157], [-2.495876, 0.299312, 0.619341], [-2.462034, -0.611582, -0.524860], [-3.074356, -1.864236, -0.483947], [-3.052374, -2.661147, -1.608053], [-2.416210, -2.194507, -2.750458], [-1.815685, -0.949578, -2.707891], [-1.831168, -0.163833, -1.637001], [-0.305482, 3.389642, 3.759095], [-1.699091, 4.123685, 3.116285], [-2.932614, -0.021107, 1.561029], [-3.543841, -2.192035, 0.433605], [-3.519787, -3.636729, -1.596746], [-2.383152, -2.781473, -3.657651], [-1.293704, -0.555865, -3.572320], [1.442746, -3.404941, 0.456579], [1.153422, -2.230079, 0.251712], [0.001211, -1.718253, 0.058856], [2.267865, -1.174658, 0.179626], [3.633678, -1.379090, 0.288826], [4.471996, -0.279523, 0.148757], [3.935139, 0.975190, -0.118685], [2.559610, 1.083665, -0.224813], [1.777438, 0.030235, -0.054174], [1.753967, 2.325839, -0.615725], [2.302550, 3.418633, -0.674926], [0.532898, 2.037463, -0.872133], [4.012568, -2.374281, 0.477669], [5.544867, -0.404256, 0.235238], [4.554455, 1.852425, -0.246347]],
  "forces_ev_per_a": [[3.900, 0.309, 0.295], [-0.222, 0.097, 0.098], [0.433, -0.578, -0.283], [-0.154, 0.175, 0.341], [-0.451, 0.484, 0.488], [-0.595, -0.547, -0.043], [-1.391, 0.974, 0.479], [-1.051, -0.616, -1.077], [0.034, 0.179, 0.230], [0.071, 0.062, -0.068], [-0.112, -0.007, 0.004], [0.089, 0.029, -0.073], [-0.766, -0.584, 0.038], [0.042, 0.039, 0.008], [0.029, -0.006, -0.017], [0.158, -0.172, 0.058], [0.002, -0.021, -0.004], [0.008, -0.012, 0.009], [0.034, -0.011, 0.015], [0.053, -0.005, 0.028], [0.046, 0.056, -0.027], [0.096, 0.178, 0.030], [-0.323, -0.504, 0.007], [-0.281, -0.018, 0.023], [0.042, -0.109, 0.062], [-0.096, 0.009, -0.008], [0.098, 0.057, 0.054], [-0.178, 0.029, -0.070], [0.425, -0.074, -0.226], [-0.171, -0.101, 0.006], [0.116, -0.075, -0.050], [0.173, 0.745, -0.297], [-0.027, -0.001, -0.007], [0.005, 0.009, -0.003], [-0.033, 0.011, -0.021]]
}



Entry 3:
{
  "formula": "C14H11BrMoN8O2S2",
  "method": "ωB97M-V with the def2-TZVPD basis set",
  "multiplicity": 1,
  "gap_ev": [6.4323, 6.3033],
  "homo_energy_ev": [-14.73, -14.72],
  "e_lumo_ev": [-8.29, -8.42],
  "charge": 2,
  "fmax_ha_per_bohr": 0.0018,
  "symbols": ["Mo", "S", "C", "C", "C", "C", "N", "C", "C", "C", "S", "C", "N", "H", "H", "N", "N", "C", "N", "N", "N", "O", "O", "H", "H", "H", "H", "H", "Br", "C", "C", "C", "C", "N", "C", "H", "H", "H", "H"],
  "xyz": [[-0.464265, -0.763962, 0.019098], [1.597993, -0.550568, -0.766440], [1.967646, 1.131933, -1.074900], [3.208285, 1.523026, -1.563736], [3.422574, 2.862610, -1.849630], [4.702372, 3.279188, -2.348338], [5.732602, 3.603877, -2.735590], [2.393105, 3.803304, -1.655035], [1.158905, 3.403422, -1.164710], [0.953215, 2.060782, -0.873314], [-0.546343, 1.497496, -0.161544], [2.606168, 5.189598, -1.960350], [2.748346, 6.304460, -2.192041], [4.001660, 0.805037, -1.722962], [0.377127, 4.135210, -1.012488], [-2.642387, -0.553530, -0.961914], [-2.903335, -1.556172, -1.925485], [-2.062938, -2.601325, -1.982438], [-2.339563, -3.680924, -2.671615], [-0.940471, -2.389496, -1.267177], [-0.272645, -3.428146, -0.663972], [-0.238278, -4.537593, -1.084423], [0.260751, -3.003362, 0.379540], [-3.412975, -0.536868, -0.292470], [-2.602535, 0.352601, -1.426863], [-3.708479, -1.463862, -2.529844], [-3.240205, -3.816700, -3.108657], [-1.653943, -4.420169, -2.753754], [1.197652, -2.443320, 5.290545], [0.052848, -1.363289, 4.288496], [-0.897952, -0.552022, 4.893832], [-1.710537, 0.241063, 4.097164], [-1.552968, 0.209083, 2.730180], [-0.646505, -0.596314, 2.138393], [0.149869, -1.366285, 2.910032], [-0.991581, -0.535576, 5.971760], [-2.450034, 0.895599, 4.535883], [-2.134454, 0.848965, 2.081583], [0.881263, -1.987778, 2.413180]],
  "forces_ev_per_a": [[-0.004, -0.004, -0.036], [-0.060, 0.015, 0.010], [-0.038, 0.052, 0.012], [-0.019, -0.006, 0.009], [0.004, 0.012, -0.018], [-0.009, 0.039, 0.033], [0.003, -0.022, -0.018], [0.022, 0.002, -0.019], [-0.007, -0.042, 0.008], [0.047, -0.017, -0.013], [-0.006, 0.049, 0.037], [0.007, -0.005, 0.018], [-0.003, 0.001, -0.009], [-0.005, -0.008, 0.003], [0.001, 0.003, 0.000], [0.002, 0.003, -0.082], [-0.033, 0.027, 0.009], [-0.026, -0.045, -0.039], [-0.012, -0.004, -0.010], [0.062, 0.019, 0.055], [0.016, 0.048, 0.041], [-0.003, -0.041, 0.000], [-0.009, -0.075, -0.005], [0.022, 0.023, 0.021], [-0.019, 0.002, 0.006], [0.001, -0.014, -0.002], [0.001, 0.000, -0.003], [0.007, 0.009, 0.010], [0.009, -0.009, 0.009], [-0.009, 0.007, -0.018], [0.012, -0.012, 0.036], [-0.007, 0.007, -0.027], [0.005, -0.008, 0.003], [0.081, -0.036, -0.027], [-0.031, 0.029, -0.010], [-0.003, 0.003, -0.001], [-0.001, 0.000, -0.002], [-0.005, 0.004, 0.008], [0.006, -0.008, 0.012]]
}



Entry 4:
{
  "formula": "C14H11ErN12O6",
  "method": "ωB97M-V with the def2-TZVPD basis set",
  "multiplicity": 4,
  "s2": 3.752,
  "gap_ev": [5.5178, 5.5184],
  "homo_energy_ev": [-7.48, -7.48],
  "e_lumo_ev": [-1.97, -1.97],
  "charge": 0,
  "fmax_ha_per_bohr": 0.0766,
  "symbols": ["Er", "O", "C", "O", "C", "C", "C", "C", "C", "N", "C", "O", "O", "H", "H", "H", "H", "H", "N", "C", "N", "N", "N", "N", "C", "N", "N", "N", "N", "H", "C", "N", "C", "C", "C", "O", "N", "C", "O", "H", "H", "H", "H", "H"],
  "xyz": [[9.834773, 11.564091, 7.749288], [13.322560, 12.828216, 5.236946], [12.467925, 12.340537, 6.141787], [11.223157, 12.347086, 6.002358], [13.065640, 11.931223, 7.409487], [14.416491, 12.105004, 7.807780], [14.786702, 11.727829, 9.074984], [13.863574, 11.163540, 9.956206], [12.565433, 11.143313, 9.508577], [12.190236, 11.383918, 8.256229], [11.279690, 10.961822, 10.366319], [11.147071, 10.078295, 11.247174], [10.300234, 11.693966, 9.886514], [12.880218, 12.994593, 4.374305], [15.152548, 12.485997, 7.070523], [15.797484, 11.944358, 9.395138], [14.160044, 10.783403, 10.883883], [11.043102, 8.603342, 10.577350], [6.442661, 13.217655, 8.131685], [6.753867, 12.030205, 8.824800], [5.878585, 11.553386, 9.685650], [6.524012, 10.496763, 10.214272], [7.617364, 10.254761, 9.583443], [7.815184, 11.235173, 8.670383], [7.492611, 14.101022, 7.743378], [7.377213, 15.419692, 7.494952], [8.616149, 15.836882, 7.046341], [9.441379, 14.867812, 7.115452], [8.799085, 13.725505, 7.498118], [5.583518, 13.697873, 8.463603], [10.311671, 5.161077, 9.461810], [9.964313, 6.360841, 8.672136], [9.222365, 6.398076, 7.482626], [8.794746, 7.551788, 6.928233], [9.641255, 8.680337, 7.290363], [9.437300, 9.783602, 6.645563], [10.510677, 8.657409, 8.316621], [10.346360, 7.619292, 9.124150], [10.930159, 7.607970, 10.347495], [11.287174, 5.327857, 9.963637], [10.397267, 4.272371, 8.775337], [9.550259, 4.976466, 10.256115], [8.976474, 5.426327, 7.107156], [7.956283, 7.592798, 6.209868]],
  "forces_ev_per_a": [[-0.624, 2.134, 0.650], [-0.697, -0.717, 0.070], [-2.109, 1.246, -1.375], [2.740, -0.320, -0.353], [1.759, -1.066, 1.505], [-0.671, 0.386, -1.927], [0.287, -0.132, 0.468], [0.202, 0.833, -1.811], [-1.740, -0.649, 0.780], [0.961, 1.439, -0.287], [-2.373, -0.810, -0.391], [1.001, 1.432, -1.251], [2.354, -1.261, 1.479], [-0.013, 0.060, 0.751], [-0.651, -0.048, 0.752], [0.081, -0.328, 0.016], [0.104, -0.190, 1.418], [0.147, -0.697, 0.534], [1.108, 0.996, -0.112], [-1.310, 1.005, -0.812], [1.049, 0.161, 0.796], [-0.584, -1.168, -0.472], [0.147, -0.053, 0.546], [-0.876, 0.670, -0.047], [1.192, 1.041, -0.642], [-0.079, -1.061, -0.292], [-1.136, -0.829, 1.278], [0.044, -0.741, -0.519], [-1.043, -0.534, 0.511], [1.122, -0.629, -0.287], [-0.050, -0.652, 0.009], [-0.119, 2.188, -0.508], [-0.153, -0.808, 1.220], [1.086, -0.200, 0.208], [-2.506, 1.592, -1.342], [0.945, -2.031, -0.044], [-1.530, -0.368, 0.676], [3.220, -1.877, 1.276], [-1.523, 1.202, -2.213], [-0.675, -0.075, -0.470], [-0.223, 1.011, 0.668], [0.509, 0.115, -0.716], [-0.474, -0.391, 0.018], [1.100, 0.126, 0.241]]
}